# 1
ORCA calculation (the ωB97M-V functional and the def2-TZVPD basis) on a 2-piece molecular cluster, C4H3I overall.

Computed properties:
**Electronic energy**: -451.73006 hartree
**HOMO-LUMO gap**: 9.941 eV
**Energy relative to the best compared isomer or geometry (same formula, charge and spin)**: 53.0 kcal per mole
**SMILES**: C#CI.C#C
**E_LUMO**: 0.251 eV
**Max |F|**: 0.074 Eh/bohr

Last column: Löwdin charge in e.
CARTESIAN COORDINATES (ANGSTROEM)
C -1.021 -1.344 0.283  -0.040
C 1.894 1.009 -0.177  -0.809
C -2.096 -0.857 0.136  -0.037
C 0.825 1.415 -0.480  -0.068
I 3.585 -0.058 0.199  0.813
H -0.031 -1.861 0.239  0.050
H -2.999 -0.226 0.180  0.037
H -0.157 1.923 -0.380  0.054

***

# 2
ORCA calculation (the ωB97M-V functional and the def2-TZVPD basis) on C4H3I in the gas phase.

Computed properties:
**Electronic energy**: -451.61928 hartree
**HOMO-LUMO gap**: 6.693 eV
**Energy relative to the best compared isomer or geometry (same formula, charge and spin)**: 122.5 kcal per mole
**E_LUMO**: -1.678 eV
**Max |F|**: 0.044 Eh/bohr

Last column: Löwdin charge in e.
CARTESIAN COORDINATES (ANGSTROEM)
C 1.056 0.708 0.814  0.185
C 1.249 0.509 -1.680  -0.496
C -0.273 0.417 0.465  -0.142
C 0.871 -0.112 -0.492  -0.551
I 2.424 -0.676 -3.022  0.655
H -0.833 -0.471 0.943  0.161
H -0.797 1.296 0.165  0.109
H 1.004 -1.112 -0.241  0.079

***

# 3
ORCA calculation (the ωB97M-V functional and the def2-TZVPD basis) on C4H3I2NS in the gas phase.

Computed properties:
**Electronic energy**: -1202.34890 hartree
**HOMO-LUMO gap**: 7.457 eV
**Energy relative to the best compared isomer or geometry (same formula, charge and spin)**: 99.1 kcal per mole
**E_LUMO**: -0.650 eV
**Max |F|**: 0.077 Eh/bohr

Last column: Löwdin charge in e.
CARTESIAN COORDINATES (ANGSTROEM)
C 0.597 -0.827 -0.056  -0.572
C -0.362 0.122 -0.159  -0.617
C 2.173 0.753 0.484  -1.053
C -1.911 -0.140 -0.308  -0.044
N -0.160 1.448 -0.114  -0.383
S 1.218 2.096 0.352  0.883
I 0.954 -2.879 0.300  0.774
I 4.148 0.209 0.327  0.773
H -2.184 0.612 -1.014  0.053
H -2.158 -1.261 -0.559  0.097
H -2.314 -0.132 0.746  0.090